The molecule C14H14Cl2N2O4, computed with the ωB97M-V functional and the def2-TZVPD basis.

Each line ends with the natural charge from an NBO analysis.
Cartesian coordinates (Å):
Cl: 3.5915 1.1143 4.5767  0.02
Cl: 1.7157 1.6234 6.7178  0.02
O: 0.7240 -0.8068 2.8637  -0.49
O: -0.8499 -0.0964 0.8395  -0.59
O: 1.8512 0.9011 1.9535  -0.59
O: -2.4102 1.1336 -5.9138  -0.60
N: -1.7467 -0.8576 -6.7181  -0.82
N: 0.3762 -1.2813 -0.6872  -0.62
C: 1.9595 1.6124 4.9836  -0.06
C: -0.1749 -1.1847 -4.3093  -0.17
C: 0.0357 -0.8642 0.5595  0.67
C: 0.9083 -1.5122 1.6530  -0.17
C: -1.7749 0.2658 -3.2684  -0.14
C: 1.2722 2.6334 4.1474  -0.41
C: -0.5054 0.7749 4.7099  -0.60
C: -1.2642 -0.0360 -2.0222  -0.26
C: -1.8583 0.0694 -5.7315  0.66
C: 1.1906 0.4479 2.8502  0.83
C: -1.2530 -0.3114 -4.4228  -0.18
C: 0.3488 -1.4833 -3.0680  -0.28
C: 0.8083 1.1933 4.0954  -0.19
C: -0.1954 -0.9212 -1.9138  0.25
H: 0.6419 3.3556 4.6427  0.24
H: -0.4360 -0.2389 5.0972  0.23
H: 0.2842 -1.6126 -5.1885  0.21
H: -1.2822 0.8023 3.9490  0.24
H: -1.6796 0.4133 -1.1365  0.26
H: -2.5945 0.9607 -3.3688  0.24
H: 1.1647 -1.9095 -0.7646  0.40
H: 1.8012 3.0035 3.2805  0.26
H: 1.9648 -1.4939 1.3619  0.21
H: 1.1927 -2.1551 -2.9888  0.21
H: -0.7757 1.4443 5.5214  0.22
H: 0.5778 -2.5351 1.8450  0.22
H: -2.1842 -0.6578 -7.6023  0.41
H: -1.4244 -1.7915 -6.5434  0.39

Computed properties:
**Kohn-Sham gap**: 9.4 eV
**SMILES**: C[C@@]1(C(=O)OCC(=O)Nc2ccc(C(N)=O)cc2)CC1(Cl)Cl
**Energy above the lowest of the compared OMol25 structures with the same formula, charge and spin**: 0.00 kJ/mol
**Net charge**: 0
**DFT total energy**: -1872.7880 a.u.